{"formula": "C3H11NOS2", "method": "the ωB97M-V functional and the def2-TZVPD basis", "elements": ["S", "S", "C", "C", "N", "C", "H", "H", "H", "H", "H", "H", "H", "H", "H", "H", "H", "O"], "xyz": [[0.57470, 3.13918, -1.36049], [1.13528, 1.40690, -0.45807], [0.47251, -0.16044, -1.19426], [-0.62325, -0.83660, -0.40903], [-0.12663, -1.06427, 0.93843], [1.17481, -1.61224, 1.04962], [-0.74913, 3.00130, -1.24623], [1.35467, -0.74069, -1.46190], [-0.00303, 0.05353, -2.28623], [-1.60191, -0.24480, -0.35438], [-0.90099, -1.75460, -1.09070], [-0.71039, -1.65360, 1.49312], [1.77715, -0.95179, 0.48424], [1.51725, -1.57791, 2.04120], [1.38357, -2.68115, 0.64189], [-0.86708, 1.84759, 0.79603], [-2.24573, 2.03969, 0.88902], [-1.56178, 1.78991, 1.52775]], "nbo_charge": [-0.092, 0.050, -0.561, -0.239, -0.611, -0.401, 0.106, 0.237, 0.246, 0.212, 0.171, 0.364, 0.181, 0.207, 0.148, 0.462, 0.446, -0.923], "homo_lumo_gap_ev": 9.09, "lumo_ha": 0.0148, "e_above_lowest_ev": 1.6650, "smiles": "CNCCSS.O", "e_tot_ev": -28495.931}


{"formula": "C11H29N14O8", "method": "the ωB97M-V functional and the def2-TZVPD basis", "elements": ["C", "C", "O", "O", "C", "O", "C", "C", "N", "C", "N", "N", "N", "H", "H", "H", "H", "H", "H", "H", "H", "H", "C", "O", "N", "N", "H", "H", "H", "H", "C", "O", "N", "N", "H", "H", "H", "H", "C", "O", "N", "N", "H", "H", "H", "H", "C", "O", "N", "N", "H", "H", "H", "H", "C", "O", "N", "N", "H", "H", "H", "H"], "xyz": [[3.33427, -1.66552, -0.09972], [3.19215, -0.35518, -0.81966], [3.87664, 0.01409, -1.72590], [2.12156, 0.49411, -0.34734], [1.00802, 0.20342, -1.04334], [0.91551, -0.73830, -1.79175], [-0.10226, 1.20102, -0.83443], [-1.42748, 0.55498, -0.69510], [-1.67263, -0.73706, -0.74932], [-3.00124, -0.84686, -0.61103], [-3.62543, -2.05816, -0.65068], [-3.54828, 0.34311, -0.45531], [-2.54459, 1.22944, -0.50697], [3.79727, -2.37259, -0.77006], [2.33854, -2.01671, 0.14111], [3.91466, -1.53876, 0.80641], [0.12026, 1.90851, -0.04279], [-0.12523, 1.78518, -1.75536], [-3.89205, -2.43980, -1.54632], [-3.77955, -2.56879, 0.19474], [-4.54973, 0.49210, -0.32622], [-2.68565, 2.22015, -0.40733], [2.20431, -0.60332, 3.37958], [2.54512, -1.76068, 3.17682], [2.50023, 0.41071, 2.51585], [1.49803, -0.22080, 4.47977], [2.22668, 1.36626, 2.66975], [3.01547, 0.17855, 1.69947], [1.25806, -0.93371, 5.14203], [1.21457, 0.72877, 4.65280], [-2.91313, -4.82894, -3.16882], [-3.35720, -3.75970, -3.57136], [-3.07067, -5.99614, -3.85020], [-2.23177, -4.90915, -1.98974], [-2.71496, -6.87723, -3.53295], [-3.57143, -5.95682, -4.71812], [-2.11114, -4.04468, -1.49554], [-1.85348, -5.75230, -1.60235], [1.75400, 4.20330, 4.22185], [1.42540, 3.03071, 4.07128], [3.01490, 4.56091, 4.58207], [0.87932, 5.23318, 4.04031], [3.30770, 5.51037, 4.71220], [3.67965, 3.82308, 4.72431], [-0.05856, 4.99881, 3.77887], [1.12487, 6.19731, 4.15947], [7.13790, 0.12648, -3.94945], [6.98275, 1.33065, -3.85454], [8.17199, -0.42510, -4.65924], [6.29322, -0.77109, -3.35550], [8.31985, -1.41109, -4.75111], [8.80834, 0.20694, -5.10602], [5.52292, -0.39719, -2.82649], [6.40523, -1.76391, -3.42265], [-7.37220, 1.46017, 0.98380], [-6.78254, 0.38495, 1.02052], [-6.81827, 2.61772, 1.45994], [-8.62448, 1.58114, 0.47254], [-7.28575, 3.50442, 1.44446], [-5.90247, 2.55901, 1.86050], [-9.05914, 0.74837, 0.12004], [-9.12966, 2.44596, 0.43565]], "nbo_charge": [-0.736, 0.829, -0.505, -0.539, 0.800, -0.536, -0.567, 0.448, -0.409, 0.585, -0.892, -0.318, -0.312, 0.254, 0.252, 0.270, 0.270, 0.282, 0.455, 0.427, 0.484, 0.446, 0.772, -0.682, -0.855, -0.853, 0.412, 0.387, 0.405, 0.412, 0.777, -0.696, -0.836, -0.849, 0.395, 0.414, 0.406, 0.395, 0.786, -0.723, -0.831, -0.838, 0.397, 0.415, 0.403, 0.397, 0.773, -0.662, -0.852, -0.862, 0.385, 0.408, 0.424, 0.381, 0.775, -0.701, -0.848, -0.831, 0.399, 0.399, 0.418, 0.397], "homo_lumo_gap_ev": 7.95, "lumo_ha": -0.1085, "e_tot_ev": -49118.085, "total_charge": 1}


{"formula": "C18H16BrIN3O8S3Ti", "method": "the ωB97M-V functional and the def2-TZVPD basis", "elements": ["Ti", "O", "N", "C", "C", "C", "C", "C", "S", "H", "H", "H", "H", "O", "S", "O", "O", "C", "C", "C", "C", "C", "C", "S", "O", "O", "O", "H", "H", "H", "H", "Br", "C", "C", "C", "C", "C", "C", "I", "H", "H", "H", "H", "N", "C", "N", "O", "H", "H", "H", "H"], "xyz": [[-0.11405, 0.33494, 0.15164], [0.00276, -0.54411, 1.83452], [1.10222, -0.48548, 2.60187], [0.90918, -0.55954, 3.93639], [1.96832, -0.69175, 4.78023], [3.26013, -0.75805, 4.22876], [3.43284, -0.66684, 2.87896], [2.32993, -0.50918, 2.00070], [2.42641, -0.37031, 0.31532], [-0.12392, -0.50767, 4.24412], [1.79838, -0.74100, 5.84478], [4.11738, -0.88438, 4.87688], [4.41287, -0.70746, 2.42690], [0.77820, 1.53848, -1.31542], [0.90514, 2.67753, -0.35887], [2.09800, 3.45030, -0.44992], [0.64114, 2.07828, 0.98331], [-0.46803, 3.74952, -0.76230], [-0.12795, 5.00899, -1.22286], [-1.11170, 5.88329, -1.67232], [-2.43551, 5.50088, -1.65085], [-2.79040, 4.23777, -1.18942], [-1.82293, 3.35314, -0.75083], [-2.40493, 1.73005, -0.26193], [-1.70208, 0.77913, -1.17208], [-3.82565, 1.75301, -0.37871], [-1.85745, 1.46093, 1.08689], [0.91710, 5.28350, -1.23055], [-0.83195, 6.85980, -2.04481], [-3.20234, 6.18048, -1.99856], [-3.82201, 3.91734, -1.17242], [-2.65637, -4.56571, -0.75412], [-3.96616, -4.17462, 0.56717], [-4.86501, -5.18732, 0.87781], [-5.85053, -4.96608, 1.82498], [-5.93141, -3.73581, 2.46006], [-5.04020, -2.72719, 2.13366], [-4.04630, -2.92963, 1.17864], [-2.86230, -1.30880, 0.70123], [-4.78913, -6.13853, 0.36987], [-6.55696, -5.75213, 2.05580], [-6.69191, -3.55582, 3.20827], [-5.10826, -1.76129, 2.61520], [0.77374, -3.24538, -1.86304], [0.35154, -2.55607, -0.78295], [0.41554, -3.13965, 0.42081], [-0.08600, -1.40080, -0.92610], [1.13305, -4.17912, -1.80249], [0.73296, -2.78537, -2.75421], [0.63605, -4.11261, 0.52206], [-0.01816, -2.64176, 1.18395]], "nbo_charge": [1.275, -0.603, -0.022, 0.052, -0.285, -0.152, -0.236, 0.054, -0.110, 0.241, 0.233, 0.226, 0.239, -0.927, 2.402, -0.915, -0.932, -0.355, -0.170, -0.195, -0.193, -0.197, -0.234, 2.385, -0.937, -0.925, -0.936, 0.253, 0.221, 0.221, 0.252, 0.029, 0.013, -0.272, -0.206, -0.207, -0.213, -0.285, 0.311, 0.227, 0.219, 0.220, 0.229, -0.808, 0.840, -0.806, -0.677, 0.398, 0.422, 0.400, 0.436], "s2": 0.7525, "spin_multiplicity": 2, "homo_lumo_gap_ev": [7.59, 8.19], "lumo_ha": [0.0039, 0.0043], "e_above_lowest_ev": 1.2469, "e_tot_ev": -173543.404}


{"formula": "C3H4BiO4", "method": "the ωB97M-V functional and the def2-TZVPD basis", "elements": ["O", "O", "C", "C", "O", "C", "H", "H", "H", "H", "O", "Bi"], "xyz": [[0.18910, 0.07971, -2.47196], [-1.42585, 1.08624, -0.01579], [-0.84468, 0.67606, 1.15036], [0.62288, 0.27909, 0.96670], [0.96972, 0.43471, -0.41944], [0.30861, -0.35424, -1.27605], [-0.87775, 1.44681, 1.96031], [-1.32163, -0.25374, 1.55621], [0.76121, -0.78315, 1.22248], [1.28821, 0.91790, 1.56576], [0.30361, -1.61947, -1.07815], [0.02660, -1.90992, -3.16043]], "nbo_charge": [-0.688, -0.279, -0.172, -0.085, -0.473, 0.943, 0.229, 0.159, 0.201, 0.205, -0.731, 0.690], "s2": 0.7627, "spin_multiplicity": 2, "homo_lumo_gap_ev": [6.29, 4.24], "lumo_ha": [-0.0185, -0.0863], "e_above_lowest_ev": 1.2862, "e_tot_ev": -17201.211}


{"formula": "CH5N2Si", "method": "the ωB97M-V functional and the def2-TZVPD basis", "elements": ["C", "N", "N", "Si", "H", "H", "H", "H", "H"], "xyz": [[-0.45414, 0.68528, -0.15025], [3.29287, 0.43426, -0.07834], [2.26210, 0.08932, -0.01189], [0.66356, -0.78790, 0.03975], [-0.76281, 1.02479, -1.10099], [-1.50863, 0.56347, 0.11584], [-0.12104, 1.58157, 0.38069], [1.30595, -1.82300, -1.03161], [0.64514, -1.55963, 1.51572]], "nbo_charge": [-1.170, 0.353, -0.130, 1.122, 0.301, 0.312, 0.290, -0.046, -0.033], "homo_lumo_gap_ev": 11.19, "lumo_ha": -0.2113, "e_above_lowest_ev": 0.5963, "smiles": "C[SiH2][N+]#N", "e_tot_ev": -11967.322, "total_charge": 1}


{"formula": "H4OS2", "method": "the ωB97M-V functional and the def2-TZVPD basis", "elements": ["O", "H", "H", "S", "S", "H", "H"], "xyz": [[-1.16667, -0.57873, -2.69996], [-0.50424, 0.10992, -2.93491], [-0.84111, -0.95698, -1.85191], [-0.29710, 0.62472, 2.62469], [1.44536, 1.14446, 1.48448], [-0.82913, -0.36385, 1.87490], [2.19289, 0.02046, 1.50271]], "nbo_charge": [-0.940, 0.471, 0.468, -0.122, -0.138, 0.129, 0.131], "homo_lumo_gap_ev": 9.37, "lumo_ha": -0.0041, "e_above_lowest_ev": 0.3167, "smiles": "SS.O", "e_tot_ev": -23782.461}